(1)
49
Properties=species:S:1:pos:R:3:forces:R:3:mulliken_charge:R:1 method="wB97M-V/def2-TZVPD" lumo_ev="0.46 / -0.51" gap_ev="7.24 / 6.82" multiplicity=3 homo_energy_ha="-0.2490 / -0.2696"
Pd -0.838 0.285 0.449 -0.4 0.0 0.1 0.364
C 3.527 0.341 0.340 -0.1 0.0 0.0 -1.024
Se 2.133 -0.914 -0.139 0.1 -0.1 0.0 0.134
C 2.024 -1.821 1.580 0.0 0.1 0.0 -0.912
C 1.545 -0.960 2.738 -0.1 -0.1 0.0 -0.604
Se -0.392 -0.685 2.774 0.1 -0.2 0.0 0.080
C -0.292 0.817 3.996 -0.1 0.0 0.0 -1.038
H 4.408 -0.183 0.707 0.0 0.0 0.0 0.337
H 3.164 1.058 1.073 0.0 0.0 0.0 0.268
H 3.774 0.873 -0.574 0.1 0.0 0.0 0.330
H 3.021 -2.201 1.799 0.0 0.0 0.0 0.422
H 1.375 -2.679 1.415 -0.1 -0.1 0.0 0.376
H 1.999 0.029 2.715 0.0 0.0 0.0 0.300
H 1.797 -1.435 3.685 0.1 0.0 0.1 0.422
H 0.270 0.520 4.878 0.0 0.0 0.0 0.427
H -1.307 1.075 4.284 0.0 0.0 0.0 0.334
H 0.188 1.652 3.491 0.0 0.0 0.0 0.225
C -4.012 3.455 2.496 0.0 0.1 0.0 -1.370
C -3.129 2.422 1.822 0.1 0.2 0.0 0.097
N -1.848 3.015 1.393 0.1 -0.2 -0.2 -0.136
C -1.130 2.548 0.310 -0.2 0.7 0.2 -0.294
S 0.591 2.460 0.349 -0.3 -0.1 0.1 -0.232
N -1.779 2.483 -0.877 -0.1 0.0 0.0 0.087
C -3.085 3.052 -1.196 0.1 -0.1 -0.1 -0.665
C -4.111 2.006 -1.607 -0.1 0.0 0.0 -0.640
H -4.953 2.999 2.815 0.1 0.0 0.0 0.363
H -4.236 4.280 1.816 0.0 0.0 0.0 0.299
H -3.524 3.875 3.381 0.0 0.0 -0.1 0.325
H -3.618 1.968 0.969 0.0 0.0 0.0 -0.056
H -2.933 1.590 2.498 0.1 -0.1 0.1 0.178
H -1.216 3.206 2.154 0.0 0.0 0.1 0.368
H -1.178 2.241 -1.644 0.1 0.0 -0.1 0.262
H -2.934 3.774 -2.000 0.0 0.0 -0.1 0.443
H -3.427 3.615 -0.335 0.0 0.1 0.0 0.214
H -3.843 1.551 -2.563 0.0 0.0 0.0 0.347
H -5.093 2.470 -1.717 0.0 0.0 0.0 0.323
H -4.171 1.215 -0.855 0.0 0.0 -0.1 -0.060
Cl -0.917 -1.954 -1.209 0.1 -0.3 -0.3 -0.212
C -2.452 -2.506 -0.615 0.0 0.4 0.2 0.909
C -2.881 -3.775 -0.917 -0.1 -0.1 0.0 -0.798
C -4.130 -4.196 -0.467 0.0 0.0 0.0 -0.267
C -4.946 -3.324 0.252 0.0 -0.1 0.0 -0.712
C -4.518 -2.043 0.519 0.2 0.1 0.0 0.783
Cl -5.560 -0.975 1.399 0.0 0.0 0.0 -0.212
C -3.221 -1.551 0.135 -0.1 0.0 0.0 -0.852
N -2.835 -0.317 0.440 0.3 -0.4 -0.1 -0.120
H -2.249 -4.434 -1.502 0.0 0.1 0.1 0.413
H -4.473 -5.200 -0.686 0.0 0.1 0.0 0.365
H -5.923 -3.641 0.595 0.1 0.0 0.0 0.409


(2)
54
Properties=species:S:1:pos:R:3:forces:R:3:mulliken_charge:R:1 method="wB97M-V/def2-TZVPD" lumo_ev="-1.17 / -1.17" gap_ev="6.36 / 6.36" homo_energy_ha="-0.2766 / -0.2766"
Co 0.281 0.234 -0.652 -1.6 1.3 1.1 -0.039
C 4.428 -2.295 2.991 0.0 0.0 0.0 -1.306
C 3.270 -1.344 3.255 -0.1 -0.2 -0.1 -0.330
N 2.029 -1.843 2.676 0.2 0.0 0.1 -0.110
C 1.327 -1.291 1.678 -0.1 0.3 0.2 0.561
S 1.761 0.273 1.090 0.4 0.1 -1.2 -0.199
N 0.254 -1.944 1.296 0.2 -0.5 -0.3 -1.393
N -0.359 -1.377 0.239 0.5 0.5 -0.1 1.008
C -1.569 -1.716 -0.029 -0.2 -0.2 -0.2 0.858
C -2.362 -2.676 0.792 0.0 0.0 -0.1 -1.797
C -2.144 -1.058 -1.202 -0.1 0.0 0.1 0.604
C -3.363 -1.413 -1.748 -0.2 -0.1 -0.1 -0.751
C -3.847 -0.700 -2.835 0.0 0.0 0.0 -0.445
C -3.092 0.339 -3.349 -0.1 -0.1 0.0 -1.002
C -1.875 0.626 -2.755 -0.1 0.2 0.1 -0.044
N -1.425 -0.048 -1.704 0.7 0.1 -0.3 0.489
H 5.322 -1.956 3.516 0.0 0.0 0.0 0.382
H 4.645 -2.347 1.923 0.0 0.0 0.0 0.296
H 4.190 -3.302 3.344 0.0 0.0 0.0 0.352
H 3.472 -0.370 2.820 0.0 0.1 0.0 0.366
H 3.126 -1.214 4.328 0.0 0.1 0.0 0.284
H 1.738 -2.775 2.930 -0.1 0.0 0.0 0.265
H -1.803 -2.941 1.681 0.0 0.0 0.0 0.399
H -2.577 -3.586 0.224 0.0 0.0 0.0 0.398
H -3.310 -2.217 1.081 0.0 0.0 0.0 0.426
H -3.920 -2.243 -1.335 0.0 0.1 0.0 0.453
H -4.804 -0.954 -3.271 0.0 0.0 0.0 0.430
H -3.437 0.920 -4.191 0.0 0.0 0.0 0.438
H -1.247 1.426 -3.113 0.0 0.0 0.0 0.499
C 0.733 2.672 -4.679 -0.1 0.0 0.0 -0.874
O 0.745 1.434 -3.955 0.0 0.0 0.0 -0.202
C 1.778 1.204 -3.140 0.5 0.2 0.1 0.229
S 3.058 2.201 -2.978 -0.1 0.0 0.0 -0.223
S 1.699 -0.348 -2.300 -0.4 -0.4 0.4 -0.383
H -0.165 2.642 -5.290 0.0 0.0 0.0 0.255
H 1.619 2.756 -5.303 0.0 0.0 0.0 0.385
H 0.706 3.511 -3.986 0.0 0.0 0.0 0.364
C -0.826 0.492 5.457 -0.1 0.2 -0.1 -1.343
Sb -0.838 0.995 3.338 -0.2 -0.5 0.7 0.589
C -2.762 1.963 3.428 0.2 0.1 0.0 -1.284
C 0.382 2.728 3.678 -0.1 0.0 -0.1 -1.248
H -1.169 1.351 6.040 0.0 -0.1 0.0 0.361
H 0.191 0.236 5.763 -0.1 0.0 0.0 0.350
H -1.482 -0.360 5.650 0.1 0.1 0.0 0.360
H -2.708 2.829 4.090 -0.1 -0.1 0.0 0.387
H -3.492 1.250 3.816 0.0 0.1 0.0 0.383
H -3.058 2.286 2.429 0.0 0.0 0.1 0.300
H -0.116 3.384 4.394 0.0 0.0 0.0 0.378
H 0.573 3.276 2.754 0.0 0.0 0.1 0.343
H 1.332 2.390 4.096 0.0 0.0 0.0 0.348
O -0.861 3.650 0.283 0.0 0.1 -0.1 -0.602
N -0.565 2.538 -0.046 0.0 0.0 -0.2 0.962
O 0.235 2.290 -1.010 0.5 -0.7 -0.1 -0.550
O -1.014 1.507 0.528 0.1 -0.5 -0.2 -0.379


(3)
54
Properties=species:S:1:pos:R:3:forces:R:3:mulliken_charge:R:1 method="wB97M-V/def2-TZVPD" lumo_ev="-0.05 / -0.03" gap_ev="5.89 / 6.13" multiplicity=4 homo_energy_ha="-0.2181 / -0.2264"
V 0.697 0.785 -0.429 -1.7 -1.5 1.2 0.490
C -1.100 -2.926 1.870 -0.1 0.1 0.0 -0.732
C 0.191 -2.912 1.061 0.0 0.4 -0.1 -0.804
N 0.002 -2.272 -0.241 -0.6 -0.3 0.3 0.067
C -0.866 -3.016 -1.170 -0.2 0.2 0.3 -1.038
C -2.391 -2.719 -1.126 0.2 0.0 0.2 -0.630
S -2.849 -0.972 -0.925 0.2 0.0 0.0 -0.006
C -3.886 -1.063 0.554 0.1 0.0 0.1 -0.700
C -3.229 -1.654 1.833 0.1 0.0 -0.1 -0.758
N -1.762 -1.620 1.840 -0.3 -0.3 0.2 0.193
H -0.858 -3.227 2.892 -0.1 0.0 0.1 0.384
H -1.770 -3.696 1.470 0.0 -0.1 0.0 0.416
H 0.537 -3.947 0.987 0.1 -0.2 -0.1 0.368
H 0.958 -2.338 1.589 0.0 0.0 0.1 0.407
H 0.895 -2.136 -0.678 0.3 0.0 -0.2 0.063
H -0.750 -4.091 -0.992 0.0 -0.1 -0.1 0.275
H -0.514 -2.804 -2.170 0.1 0.1 -0.2 0.525
H -2.879 -3.287 -0.329 0.1 0.1 -0.1 0.276
H -2.819 -3.057 -2.068 0.0 -0.1 0.0 0.553
H -4.795 -1.621 0.330 0.0 0.0 0.0 0.379
H -4.171 -0.020 0.709 0.0 -0.1 0.0 0.415
H -3.551 -2.687 1.960 -0.1 -0.1 0.0 0.415
H -3.623 -1.108 2.693 0.0 0.0 0.0 0.328
H -1.479 -1.171 0.981 0.2 0.3 -0.5 -0.547
Se -1.080 2.428 0.074 -0.4 0.4 0.1 -0.389
Se -1.411 3.401 -2.027 0.1 -0.1 -0.2 -0.224
Se -1.548 1.545 -3.456 -0.2 0.1 0.2 -0.167
Se 0.281 0.224 -2.826 0.0 -0.2 -0.7 -0.412
C 4.836 2.546 3.113 -0.1 0.0 0.0 -0.936
C 3.509 3.274 2.840 0.0 -0.3 0.0 -0.521
C 2.342 2.328 2.769 0.0 -0.1 0.0 0.048
N 2.001 1.694 1.711 -0.3 -0.4 0.4 0.022
N 0.921 0.816 1.879 0.6 0.4 0.2 0.057
C 0.477 0.806 3.122 0.0 0.0 -0.4 0.159
N -0.532 0.060 3.600 0.5 0.4 -0.1 -0.228
S 1.356 1.901 4.138 0.1 0.2 0.4 -0.251
H 5.679 3.245 3.085 -0.2 -0.1 0.0 0.335
H 5.000 1.774 2.357 0.0 0.1 0.1 0.243
H 4.829 2.063 4.097 0.0 0.1 -0.2 0.311
H 3.555 3.793 1.885 0.0 0.0 -0.1 0.210
H 3.328 4.022 3.611 0.0 0.1 0.0 0.372
H -1.080 -0.554 2.960 0.0 -0.2 -0.2 0.406
H -0.831 0.195 4.544 0.0 0.1 0.2 0.198
I 3.447 -0.791 -0.216 0.0 0.1 -0.2 0.106
C 3.431 1.104 -1.125 0.4 -0.1 0.0 0.360
C 4.574 1.585 -1.739 0.0 -0.2 0.2 -0.733
C 4.512 2.847 -2.300 0.3 0.0 -0.2 -0.210
C 3.334 3.557 -2.212 -0.4 0.3 0.1 -0.949
C 2.239 2.987 -1.587 0.2 -0.1 -0.1 -0.218
N 2.280 1.751 -1.059 1.7 1.2 -0.6 0.444
H 5.474 0.987 -1.769 0.0 0.0 0.0 0.449
H 5.377 3.259 -2.810 -0.1 0.0 0.1 0.400
H 3.240 4.549 -2.638 0.0 -0.1 0.0 0.446
H 1.286 3.486 -1.525 -0.2 0.1 0.0 0.333


(4)
46
Properties=species:S:1:pos:R:3:forces:R:3:mulliken_charge:R:1 method="wB97M-V/def2-TZVPD" lumo_ev=0.71 gap_ev=9.71 homo_energy_ha=-0.3306
C 4.441 3.061 5.299 -0.2 -0.2 -0.4 -1.308
C 4.175 2.547 3.893 0.2 0.1 0.1 -0.092
O 2.957 1.828 3.907 0.1 0.0 0.3 -0.342
C 2.453 1.485 2.647 0.0 -0.2 -0.2 -0.517
C 3.235 0.348 1.956 -0.1 0.4 0.4 -0.486
C 2.560 -0.058 0.704 -0.7 -0.5 0.1 0.419
N 2.992 0.220 -0.472 1.1 0.7 0.7 -0.434
N 2.216 -0.214 -1.460 -0.9 -0.5 -1.3 -0.520
C 1.167 -0.837 -1.036 0.1 0.1 1.1 0.344
N 0.223 -1.368 -1.868 -0.1 -0.1 -0.3 0.043
C -0.900 -2.004 -1.401 0.0 -0.2 -0.6 0.383
O -1.075 -2.179 -0.217 -0.2 -0.1 0.3 -0.627
C -1.838 -2.470 -2.485 -0.2 0.1 0.0 -0.946
C -2.418 -1.340 -3.348 -0.1 0.1 0.1 -1.376
C -3.259 -0.290 -2.607 0.2 -0.2 0.1 0.556
C -2.423 0.676 -1.766 -0.2 0.3 -0.2 -0.450
C -3.312 1.778 -1.195 0.1 -0.1 0.3 -1.034
C -4.421 1.173 -0.338 -0.1 0.2 -0.2 -0.575
C -5.245 0.181 -1.153 0.1 -0.2 0.3 -0.832
C -4.344 -0.911 -1.726 -0.2 0.2 -0.3 -0.838
S 1.037 -0.947 0.701 0.8 0.4 -0.4 -0.057
H 5.377 3.613 5.321 0.1 0.1 0.0 0.385
H 4.501 2.225 5.990 0.0 -0.1 0.1 0.315
H 3.632 3.712 5.615 -0.1 0.1 0.1 0.319
H 5.002 1.898 3.570 -0.1 0.1 0.0 0.258
H 4.102 3.386 3.184 0.0 -0.1 0.0 0.289
H 2.435 2.363 1.983 -0.1 -0.1 0.0 0.343
H 1.426 1.155 2.829 0.1 0.1 -0.1 0.370
H 4.243 0.682 1.706 0.0 -0.1 0.0 0.310
H 3.294 -0.497 2.645 0.1 0.0 0.0 0.275
H 0.376 -1.233 -2.857 0.0 0.0 0.1 0.276
H -1.286 -3.155 -3.136 0.0 -0.1 0.0 0.466
H -2.643 -3.030 -2.011 0.1 0.0 0.0 0.327
H -3.050 -1.812 -4.104 0.1 0.0 -0.1 0.450
H -1.611 -0.825 -3.877 0.0 0.0 -0.1 0.506
H -3.757 0.304 -3.385 0.0 0.0 0.0 0.503
H -1.630 1.118 -2.374 0.1 0.0 0.0 0.416
H -1.960 0.142 -0.935 0.1 0.0 0.1 0.106
H -2.710 2.463 -0.595 0.0 0.1 0.0 0.375
H -3.755 2.350 -2.014 0.0 0.1 0.0 0.400
H -5.066 1.964 0.049 0.0 0.0 0.1 0.336
H -3.974 0.656 0.514 0.0 0.0 0.1 0.314
H -6.015 -0.269 -0.523 -0.1 0.0 0.0 0.361
H -5.746 0.707 -1.970 -0.1 0.0 0.0 0.361
H -4.940 -1.617 -2.309 0.0 -0.1 0.0 0.300
H -3.880 -1.450 -0.899 0.0 -0.1 0.0 0.326


Let's list maximum force in order: 0.01553, 0.04580, 0.04947, 0.03246 hartree/bohr.
Let's list ΔE to the lowest compared entry with this formula, charge and spin in order: 11.7, 37.0, 25.6, 31.7 kcal/mol.